Computed, not measured: C27H21BBrF4N5O2Ti as an isolated structure at a distorted geometry, with ωB97M-V/def2-TZVPD.

XYZ file:
```
62
Properties=species:S:1:pos:R:3
Ti -0.23 0.18 -0.48
N 3.35 3.26 -1.25
C 2.09 2.84 -1.20
N 1.75 1.58 -1.22
C 2.75 0.62 -1.39
N 2.38 -0.58 -1.77
N 1.03 -0.53 -1.99
C 0.48 -1.01 -3.03
C -0.91 -0.58 -3.21
C -1.74 -0.99 -4.24
C -2.96 -0.34 -4.38
C -3.30 0.69 -3.52
C -2.43 1.01 -2.48
N -1.26 0.39 -2.33
C 4.13 0.99 -1.21
C 5.18 0.07 -1.13
C 6.48 0.52 -1.04
C 6.75 1.89 -1.05
C 5.74 2.82 -1.13
C 4.42 2.36 -1.19
H 3.54 4.25 -1.26
H 1.32 3.59 -1.12
H 1.03 -1.58 -3.78
H -1.43 -1.78 -4.91
H -3.64 -0.64 -5.17
H -4.22 1.23 -3.63
H -2.67 1.77 -1.75
H 4.95 -0.99 -1.15
H 7.29 -0.19 -0.97
H 7.78 2.23 -1.00
H 5.95 3.88 -1.13
C 1.65 -1.66 1.47
C 1.18 -0.34 1.56
C -0.04 -0.07 2.19
C -0.80 -1.12 2.71
C -0.32 -2.42 2.63
C 0.91 -2.69 2.02
H 2.61 -1.86 1.01
H 1.84 0.49 1.30
H -0.35 0.95 2.37
H -1.74 -0.91 3.21
H -0.89 -3.23 3.06
H 1.28 -3.70 1.98
F -0.66 1.84 0.00
B 0.16 3.65 1.49
F -0.77 3.39 2.37
F 1.33 3.03 1.57
F -0.01 4.56 0.55
Br -2.87 -6.49 -1.87
C -3.40 -4.82 -1.19
C -4.74 -4.56 -0.93
C -5.14 -3.33 -0.43
C -4.21 -2.34 -0.20
C -2.86 -2.60 -0.46
C -2.44 -3.84 -0.94
C -1.88 -1.55 -0.27
O -2.18 -0.35 0.00
O -0.61 -1.73 -0.43
H -5.47 -5.34 -1.11
H -6.19 -3.15 -0.23
H -4.50 -1.37 0.18
H -1.40 -4.04 -1.13
```

Properties
**Electronic energy**: -5313.38431 Eh
**Molecular weight**: 662.07 g mol⁻¹
**Multiplicity**: 1
**Total charge**: +2
**Frontier orbital gap**: 0.2257 Ha
**Maximum force**: 1.0 eV/Å
**Energy above the lowest of the compared OMol25 structures with the same formula, charge and spin**: 7.9 kcal per mole